{
  "formula": "C20H24F2N4O2",
  "method": "ωB97M-V/def2-TZVPD",
  "lumo_energy_ev": 0.30,
  "smiles": "O=C(C1CCN(Cc2cn[nH]c2-c2ccc(F)cc2F)CC1)N1CCOCC1",
  "elements": ["O", "C", "N", "C", "H", "C", "O", "C", "H", "C", "H", "H", "H", "H", "H", "H", "C", "C", "C", "N", "C", "C", "H", "H", "H", "H", "C", "C", "C", "N", "N", "C", "H", "H", "C", "C", "C", "C", "C", "C", "H", "H", "F", "H", "F", "H", "H", "H", "H", "H", "H", "H"],
  "xyz": [[0.518169, 3.369375, -1.090856], [1.220357, 2.527924, -1.359444], [1.872434, 2.638657, -2.561099], [2.868028, 1.845596, -3.197441], [3.000873, 1.132270, -2.518143], [2.419198, 1.499551, -4.612670], [2.322990, 2.608277, -5.422016], [1.106984, 3.545416, -4.840717], [1.040014, 4.391982, -5.548032], [1.744841, 3.943220, -3.394870], [0.974809, 4.470224, -3.121537], [2.600216, 4.529803, -3.732944], [0.203806, 3.163669, -4.537391], [3.007256, 0.724888, -5.216115], [1.279595, 0.984661, -4.472512], [4.000027, 2.337170, -3.452495], [1.616647, 1.387526, -0.534901], [1.208014, 1.575701, 0.802450], [-0.486854, 1.094050, 1.027538], [-0.446299, -0.335143, 0.803162], [0.266415, -0.736283, -0.209317], [0.805703, 0.116452, -1.425639], [-0.249093, 0.503418, -1.771412], [1.359469, -0.398304, -2.160497], [0.974907, -1.135965, 0.183208], [-0.221860, -1.739075, -0.570094], [-1.872041, -0.476477, 0.832836], [-2.308680, -2.155841, 0.670452], [-1.995560, -2.932929, 1.790017], [-2.443136, -4.180391, 1.384946], [-2.889942, -4.152937, -0.019359], [-2.703710, -2.749387, -0.328381], [-2.816951, -2.608397, -1.341708], [-2.540723, -4.911719, 1.907807], [-1.719938, -2.663122, 3.234496], [-2.310538, -3.692435, 4.149083], [-2.062959, -3.232605, 5.595616], [-0.853237, -2.414113, 5.849631], [-0.556728, -1.459320, 4.834640], [-0.841941, -1.738621, 3.389538], [-0.369199, -1.146127, 2.876658], [0.320422, -0.724351, 4.982901], [-0.652445, -1.964766, 7.108485], [-2.198652, -3.849267, 6.407814], [-3.115162, -4.499082, 3.862882], [-2.394816, -0.229385, -0.083038], [-2.424676, -0.102813, 1.661762], [-0.609089, 1.439889, 2.232551], [-1.111264, 1.745940, 0.283758], [1.289195, 2.626410, 0.901963], [1.667596, 0.959601, 1.448164], [2.507529, 1.067185, -0.699730]],
  "forces_ev_per_angstrom": [[-6.6, 6.3, 3.3], [6.6, -4.1, -3.3], [1.6, 4.0, -4.0], [2.4, 2.7, -2.9], [1.2, -3.9, 1.8], [-2.9, -3.4, -0.1], [-3.6, 2.2, 0.4], [6.5, 0.4, 0.7], [0.2, -0.6, 0.5], [1.1, -4.2, -3.6], [-3.6, 3.4, 2.8], [0.6, -0.5, 1.3], [-2.1, -2.1, -0.5], [-0.3, 1.0, 1.3], [2.7, 1.0, -0.4], [-2.9, -0.6, 1.4], [-6.1, -1.8, -4.3], [-5.7, 0.5, 0.3], [4.9, 4.2, 1.8], [-6.3, 5.7, 5.8], [-3.5, -2.4, -10.3], [-4.5, 2.8, 4.4], [2.4, -0.1, -0.4], [0.6, -0.5, -0.6], [9.6, -4.5, 4.2], [0.4, 1.7, -0.1], [-2.3, -6.6, -2.9], [5.9, 10.3, 9.8], [-3.1, -3.1, -0.9], [0.4, 7.2, -7.2], [1.5, 2.0, 3.0], [-3.3, -10.2, -4.7], [-0.5, 1.1, -1.8], [-0.7, -5.6, 3.2], [-4.0, -6.3, -4.4], [8.7, 12.3, 7.2], [3.5, -1.1, -4.3], [-4.1, 3.3, -2.8], [3.2, -1.1, -1.2], [-1.5, -1.9, 13.1], [4.2, 5.5, -6.6], [-1.7, -1.0, 0.2], [0.4, -1.1, 0.1], [-1.5, -1.5, 1.7], [-6.5, -6.7, -2.5], [0.1, 1.3, -0.4], [0.3, 0.4, 0.8], [-0.3, -1.2, -3.5], [0.8, -1.3, 1.5], [0.0, 1.0, 1.4], [1.9, -1.6, 2.6], [6.1, -1.4, -0.6]]
}



{
  "formula": "C20H24IrN3PSe2Si",
  "method": "ωB97M-V/def2-TZVPD",
  "spin_multiplicity": 2,
  "lumo_energy_ev": [-9.28, -9.20],
  "s_squared": 0.766,
  "relative_energy_kj_mol": 117.4,
  "charge": 2,
  "elements": ["Ir", "Se", "C", "N", "Se", "N", "C", "C", "C", "C", "C", "C", "N", "H", "H", "H", "H", "C", "P", "C", "C", "C", "C", "C", "C", "C", "H", "H", "H", "H", "H", "H", "H", "H", "H", "H", "H", "C", "Si", "C", "C", "C", "C", "H", "H", "H", "H", "H", "H", "H", "H", "H"],
  "xyz": [[-1.185676, -0.451511, 0.641779], [-0.400547, -1.288168, 2.880388], [-1.429638, -0.066782, 3.756987], [-2.078061, 0.710378, 4.309440], [-4.163484, -2.267264, 0.348737], [-2.381106, -2.057311, 0.082056], [-1.915129, -3.130929, -0.568136], [-0.577202, -3.382947, -0.967466], [-0.316733, -4.545089, -1.623229], [-1.334280, -5.509416, -1.923129], [-2.617387, -5.315582, -1.548996], [-2.945589, -4.111039, -0.854188], [-4.162019, -3.807206, -0.441012], [0.205541, -2.665707, -0.757834], [0.699535, -4.756777, -1.929320], [-1.059873, -6.407141, -2.459553], [-3.398657, -6.034500, -1.752066], [-3.188486, 1.940370, -0.930544], [-2.414479, 1.556617, 0.649968], [-3.655621, 1.968103, 1.885041], [-1.002690, 2.600055, 0.876325], [-0.275373, 3.045098, -0.236794], [0.865606, 3.792803, -0.044351], [1.307390, 4.069859, 1.249999], [0.593152, 3.624498, 2.356754], [-0.558124, 2.880115, 2.178839], [-2.559539, 1.688206, -1.782655], [-3.401455, 3.011210, -0.937501], [-4.124698, 1.387950, -1.013985], [-3.774891, 3.053146, 1.842715], [-3.360567, 1.668361, 2.889047], [-4.598301, 1.484625, 1.628427], [-0.604717, 2.819281, -1.242946], [1.411728, 4.171977, -0.897483], [2.212519, 4.645352, 1.394521], [0.931196, 3.862787, 3.355862], [-1.113123, 2.534379, 3.041813], [3.569729, -0.593642, -2.573348], [3.604010, -0.016572, -0.799180], [4.223283, 1.727555, -0.661654], [4.545767, -1.245732, 0.227711], [1.796790, -0.074584, -0.273553], [0.606779, -0.164998, 0.011156], [4.582156, -0.567490, -2.979858], [2.932261, 0.059071, -3.172261], [3.188894, -1.614127, -2.634713], [5.253754, 1.776710, -1.017499], [4.204381, 2.073978, 0.373664], [3.619183, 2.408667, -1.263511], [5.584336, -1.270463, -0.107017], [4.124683, -2.247017, 0.128897], [4.534747, -0.969152, 1.283647]],
  "forces_ev_per_angstrom": [[0.6, -0.9, 0.5], [-0.1, 0.5, -1.1], [-0.1, 0.1, 0.3], [0.1, -0.1, 0.0], [-0.2, 0.3, 0.2], [0.0, 0.8, -0.1], [0.1, -0.1, 0.0], [0.0, 0.1, 0.0], [0.0, 0.0, 0.0], [0.1, 0.0, 0.0], [0.0, 0.0, 0.0], [0.0, 0.2, 0.1], [0.1, -0.3, -0.2], [0.0, 0.0, 0.0], [0.0, 0.0, 0.0], [0.0, 0.0, 0.0], [0.0, 0.0, 0.0], [0.0, -0.3, -0.2], [0.1, 0.2, 0.0], [-0.1, -0.4, 0.1], [0.2, -0.2, 0.1], [-0.1, 0.1, 0.0], [0.0, 0.0, 0.0], [0.0, 0.0, 0.0], [0.0, 0.0, 0.0], [0.0, 0.1, 0.0], [0.0, 0.0, 0.0], [0.0, 0.0, 0.0], [0.0, 0.0, 0.0], [0.0, 0.0, -0.1], [0.0, 0.1, -0.1], [0.0, 0.0, 0.0], [0.0, 0.0, 0.0], [0.0, 0.0, 0.0], [0.0, 0.0, 0.0], [0.0, 0.0, 0.0], [0.0, 0.0, 0.0], [-0.2, 0.2, 0.2], [0.6, -0.3, -0.6], [-0.3, 0.1, 0.3], [-0.3, 0.2, 0.3], [0.0, 0.0, 0.1], [-0.7, 0.1, 0.6], [0.0, 0.0, 0.0], [0.1, -0.1, -0.1], [0.0, 0.0, -0.1], [0.0, 0.0, 0.0], [0.0, 0.0, 0.0], [0.0, 0.0, 0.0], [0.0, 0.0, 0.0], [0.0, 0.0, 0.0], [0.1, -0.1, 0.0]]
}



{
  "formula": "C20H24N4O5S",
  "method": "ωB97M-V/def2-TZVPD",
  "lumo_energy_ev": 0.26,
  "relative_energy_kj_mol": 184.7,
  "smiles": "Cc1ccc(S(=O)(=O)N2CCN(CC(=O)N/N=C\\c3ccc(O)c(O)c3)CC2)cc1",
  "elements": ["C", "C", "C", "C", "C", "C", "C", "H", "H", "S", "O", "O", "N", "C", "C", "N", "C", "C", "O", "N", "N", "C", "C", "C", "C", "C", "C", "C", "H", "O", "H", "O", "H", "H", "H", "H", "H", "H", "H", "C", "C", "H", "H", "H", "H", "H", "H", "H", "H", "H", "H", "H", "H", "H"],
  "xyz": [[-7.083963, -1.029696, -0.328205], [-5.702950, -0.478691, -0.161284], [-5.095805, 0.242882, -1.183629], [-3.825690, 0.769007, -1.018610], [-3.163978, 0.570989, 0.176732], [-3.746214, -0.140978, 1.208480], [-5.014093, -0.663609, 1.035914], [-5.480098, -1.220225, 1.835427], [-3.198839, -0.265852, 2.128594], [-1.519609, 1.207536, 0.423858], [-1.128389, 1.965273, -0.746985], [-1.428196, 1.870090, 1.687627], [-0.644070, -0.222347, 0.531850], [-0.462747, -0.848733, -0.760484], [0.194706, -2.215339, -0.583742], [1.464866, -2.027593, 0.087697], [2.340883, -3.183623, 0.083659], [3.826179, -2.787411, 0.152053], [4.692092, -3.571231, 0.449976], [4.003292, -1.487037, -0.198860], [5.196120, -0.857024, -0.172804], [5.250985, 0.406395, -0.301193], [4.130605, 1.347562, -0.441785], [3.083038, 1.139674, -1.337449], [1.983795, 1.984062, -1.338446], [1.902939, 3.032556, -0.437804], [2.983562, 3.287518, 0.426002], [4.083684, 2.450502, 0.412348], [4.889395, 2.642705, 1.103002], [2.926258, 4.336639, 1.280416], [2.061372, 4.757348, 1.160118], [0.824759, 3.859278, -0.338135], [0.032748, 3.386913, -0.654508], [1.164573, 1.825565, -2.024726], [3.140569, 0.344956, -2.067675], [6.246244, 0.821288, -0.214051], [3.144191, -0.951076, -0.347655], [2.136887, -3.889769, 0.901793], [2.211206, -3.726408, -0.856805], [1.236993, -1.482633, 1.415757], [0.599526, -0.104105, 1.273716], [0.353820, 0.324291, 2.245070], [1.298025, 0.567319, 0.756397], [2.192036, -1.388151, 1.935426], [0.575127, -2.136432, 2.007800], [-0.482036, -2.872826, -0.012046], [0.369474, -2.657257, -1.566578], [0.167933, -0.223478, -1.405361], [-1.448207, -0.950212, -1.219915], [-3.340119, 1.334866, -1.798088], [-5.620950, 0.394954, -2.114871], [-7.804080, -0.369663, 0.155360], [-7.168277, -2.009712, 0.135515], [-7.349574, -1.109033, -1.378882]],
  "forces_ev_per_angstrom": [[0.0, 0.0, 0.0], [0.1, 0.0, -0.1], [0.0, 0.0, 0.1], [0.1, 0.1, -0.1], [0.5, 0.2, -0.1], [-0.1, -0.1, 0.2], [0.1, 0.1, 0.0], [0.0, -0.1, 0.1], [0.0, -0.1, 0.2], [0.0, -0.5, 0.2], [-0.3, -0.2, -0.2], [0.0, -0.2, 0.2], [-0.7, 0.7, 0.0], [0.0, -0.4, -0.6], [-0.2, 0.2, -0.1], [-0.1, -0.2, 0.0], [0.1, 0.0, 0.0], [-0.1, -0.1, 0.1], [0.1, -0.2, 0.0], [-0.8, 0.9, -0.3], [0.8, -0.5, 0.1], [0.0, -0.1, 0.0], [-0.5, 0.1, -0.1], [0.2, 0.1, 0.0], [0.0, 0.2, 0.0], [0.2, -0.1, 0.0], [-0.3, -0.1, -0.2], [-0.2, 0.0, 0.0], [0.1, 0.0, 0.1], [-0.1, 0.1, 0.0], [0.1, 0.0, 0.0], [0.2, 0.1, 0.0], [0.1, 0.0, 0.1], [0.0, 0.0, -0.1], [0.0, -0.1, 0.0], [0.1, 0.0, 0.0], [0.3, -0.2, 0.0], [0.1, 0.1, -0.1], [0.0, 0.0, 0.1], [-0.2, 0.3, 0.0], [0.5, 0.2, 0.6], [0.2, -0.1, 0.0], [0.0, -0.1, 0.1], [0.0, 0.0, 0.0], [0.1, 0.0, 0.0], [0.0, 0.0, -0.1], [0.0, 0.0, 0.0], [0.0, -0.1, 0.0], [0.1, -0.1, -0.1], [0.0, 0.0, -0.1], [0.0, 0.0, -0.1], [-0.1, 0.0, 0.0], [-0.1, -0.1, 0.0], [-0.1, 0.0, -0.1]]
}